DFT (ωB97M-V/def2-TZVPD) results for a cluster of 10 separate species, ClH18O13 in total.

The geometry in ORCA input format:
```
! wB97M-V def2-TZVPD RIJCOSX def2/J DEFGRID3
* xyz -1 1
Cl 0.300 0.979 0.599
O 0.395 -1.490 -2.736
O 1.775 1.355 0.611
O -0.464 2.161 1.099
O 3.492 -0.874 0.575
O 3.349 2.168 -1.899
O -1.206 3.223 -1.484
O 0.871 -3.073 2.897
O -1.994 0.171 -2.468
O -1.514 -2.094 -0.032
O -0.078 0.660 -0.845
O 0.012 -0.207 1.515
O -2.985 0.339 0.667
O -1.601 -1.606 3.222
H 2.965 -0.093 0.789
H -0.438 2.987 -2.018
H -2.008 -1.441 0.443
H -1.176 -0.886 2.738
H -0.140 -1.087 -2.047
H 1.301 -1.289 -2.430
H -0.602 -1.805 0.075
H 3.174 2.439 -0.981
H -3.413 1.029 0.095
H 0.193 -2.482 3.236
H -2.193 0.825 0.844
H 4.396 -0.620 0.442
H -1.603 0.515 -3.283
H -1.449 0.539 -1.755
H 0.928 -2.735 2.000
H 3.098 1.253 -1.877
H -2.286 -1.860 2.567
H -1.099 2.998 -0.562
*
```

Output
ΔE to the lowest compared entry with this formula, charge and spin, kcal per mole: 25.5
Gap between HOMO and LUMO, eV: 10.47
Max |F|, eV/Å: 4.1